Record 1
This record from OMol25 describes a 2-piece molecular cluster, C4H8IN2 overall. The level of theory is ωB97M-V with the def2-TZVPD basis set.

Each line ends with the Löwdin charge.
Positions of all 15 atoms, in Å:
C (-0.59542, -0.83058, -0.39176)  -0.173
H (0.48157, -0.88177, 1.49905)  0.063
C (-1.83582, 1.39422, -0.60126)  0.229
C (-0.71691, 0.67451, -0.42395)  -0.302
H (0.25308, -1.13968, -1.00796)  0.117
N (0.45144, 1.29951, -0.24050)  0.089
H (-2.77691, 0.89726, -0.78682)  0.109
I (3.70856, -0.27211, -0.05791)  0.595
H (-1.84205, 2.47402, -0.57128)  0.103
C (-0.39871, -1.32570, 1.03966)  -0.073
H (4.78306, 0.86884, -0.18916)  -0.318
N (1.52087, 1.59444, -0.13128)  0.251
H (-1.50487, -1.25458, -0.81720)  0.130
H (-0.26085, -2.40209, 1.02874)  0.090
H (-1.26702, -1.09630, 1.65163)  0.090

Computed properties:
Total charge: +1
Kohn-Sham gap in eV: 7.7
Relative energy (zero: lowest compared OMol25 entry of this formula, charge and spin) in kJ/mol: 271.9

Record 2
This record from OMol25 describes a 2-piece molecular cluster, C4H8INO2 overall. The level of theory is ωB97M-V with the def2-TZVPD basis set.

Each line ends with the Löwdin charge.
Positions of all 16 atoms, in Å:
I (3.06322, 0.57480, -0.61516)  0.389
O (-1.72066, -1.52526, -0.92494)  0.197
H (0.15698, 1.60261, 1.84234)  0.081
C (0.92447, -0.46951, -0.23143)  -0.512
H (0.42100, 2.07567, -0.80828)  0.045
H (-1.37520, 1.89200, -0.52480)  0.073
C (-0.99171, -2.39436, -0.67154)  -0.455
H (0.21928, -0.18298, 2.16594)  0.082
H (-1.36705, 0.46463, 1.69759)  0.105
H (-0.47111, 0.92717, -1.78778)  0.122
C (-0.26268, 0.63306, 1.63918)  0.000
O (-0.32710, -3.31226, -0.50922)  0.231
H (1.39884, -1.07770, 0.49146)  0.013
C (-0.45608, 1.43588, -0.75331)  -0.075
H (0.83597, -1.02815, -1.16600)  0.052
N (-0.04818, 0.38439, 0.15598)  -0.347

Computed properties:
Kohn-Sham gap in eV: 8.7
Relative energy (zero: lowest compared OMol25 entry of this formula, charge and spin) in kJ/mol: 83.9

Record 3
This record from OMol25 describes a 2-piece molecular cluster, C4H8IP overall. The level of theory is ωB97M-V with the def2-TZVPD basis set.

Each line ends with the Löwdin charge.
Positions of all 14 atoms, in Å:
I (3.06589, -0.53556, -0.23376)  0.276
H (-0.98682, 0.21340, 1.96016)  0.021
P (1.89845, 1.38099, 0.78373)  0.410
C (-0.52824, -0.78466, 0.14414)  -0.325
C (-1.65393, -1.89589, 0.15715)  -0.048
C (1.10293, 2.03813, -0.74708)  -0.571
H (0.07327, -0.88951, -0.68071)  0.006
H (1.97940, 2.55956, -1.36087)  0.054
H (0.50584, 1.25050, -1.34388)  0.028
H (0.39517, 2.86024, -0.37390)  0.035
H (-2.22358, -1.61667, 1.02027)  0.060
H (-2.19788, -1.82349, -0.68994)  0.024
H (-1.02812, -2.78145, 0.25439)  0.082
C (-0.40240, 0.02443, 1.11028)  -0.053

Computed properties:
Kohn-Sham gap (alpha / beta) in eV: 7.9 / 7.9
Relative energy (zero: lowest compared OMol25 entry of this formula, charge and spin) in kJ/mol: 213.1

Record 4
This record from OMol25 describes C4H8KO3 as an isolated structure. The level of theory is ωB97M-V with the def2-TZVPD basis set.

Each line ends with the Löwdin charge.
Positions of all 16 atoms, in Å:
C (1.95470, -0.78177, -6.54251)  0.090
C (1.66903, -1.03364, -5.16849)  0.123
H (1.04417, -1.90034, -4.93867)  0.131
C (-1.59111, 3.69117, -4.82124)  0.033
C (-0.65893, 1.81297, -3.75644)  -0.707
H (2.59472, -1.71938, -5.96548)  0.227
O (-1.22721, 2.29122, -4.80100)  0.060
H (1.25684, -1.17418, -7.28517)  0.133
O (-0.25162, 0.57771, -3.84151)  0.228
H (2.38084, -0.65042, -4.43205)  0.126
H (2.60261, 0.06773, -6.76746)  0.130
O (-0.36532, 2.39990, -2.72030)  0.097
K (0.30901, 2.12291, 0.10362)  0.987
H (-0.70549, 4.30678, -4.63246)  0.112
H (-1.98008, 3.86842, -5.82605)  0.115
H (-2.36627, 3.87157, -4.06890)  0.115

Computed properties:
2S+1: 2
Total charge: +2
Kohn-Sham gap (alpha / beta) in eV: 10.2 / 8.4
Relative energy (zero: lowest compared OMol25 entry of this formula, charge and spin) in kJ/mol: 52.0

Record 5
This record from OMol25 describes C4H8LuMgO3 as an isolated structure. The level of theory is ωB97M-V with the def2-TZVPD basis set.

Each line ends with the Löwdin charge.
Positions of all 17 atoms, in Å:
Mg (3.11046, 1.11414, 0.28532)  1.270
C (-1.43775, 1.58910, -0.32474)  -0.102
O (1.63170, 2.26664, -0.10747)  -0.498
C (-0.17877, -1.47347, -0.06213)  -0.163
O (1.74668, -0.18498, 0.45542)  -0.478
H (-0.64805, -2.46701, 0.00697)  0.161
O (-0.93614, -0.51451, 0.66580)  -0.290
H (1.83649, -2.12781, -0.29116)  0.149
H (-0.16956, -1.13471, -1.11349)  0.144
Lu (0.41306, 1.36363, 0.99322)  1.688
H (1.40933, -1.94448, 1.40140)  0.143
H (-2.90187, 0.16521, 0.50424)  0.145
H (-2.17446, 2.28025, -0.75303)  0.045
H (-2.15944, -0.34068, -1.00523)  0.139
C (1.26505, -1.49206, 0.40596)  -0.242
H (1.15152, 2.68683, -0.99135)  0.191
C (-1.95826, 0.21390, -0.06974)  -0.302

Computed properties:
2S+1: 2
Total charge: +2
Kohn-Sham gap (alpha / beta) in eV: 4.8 / 6.5

Record 6
This record from OMol25 describes an isolated ion of composition C4H8N and charge +1. The level of theory is ωB97M-V with the def2-TZVPD basis set.

Each line ends with the Löwdin charge.
Positions of all 13 atoms, in Å:
H (1.73894, 0.96602, 1.07920)  0.110
H (1.28547, 1.21131, -0.52168)  0.118
H (-2.70433, -0.31217, 0.49785)  0.095
H (-2.59386, 0.32320, -1.22591)  0.112
C (-2.32480, 0.48921, -0.16319)  -0.051
H (-0.55513, -1.69893, 0.37981)  0.174
H (-2.74476, 1.47685, 0.23980)  0.137
C (-0.11916, -0.71746, 0.10727)  -0.091
C (1.93023, 0.50646, 0.09243)  -0.034
C (-0.80315, 0.44549, -0.17794)  0.146
H (3.00400, 0.48216, -0.16045)  0.118
N (1.25478, -0.78204, 0.12628)  0.001
H (1.76390, -1.53489, -0.32083)  0.165

Computed properties:
Total charge: +1
Kohn-Sham gap in eV: 6.3
Relative energy (zero: lowest compared OMol25 entry of this formula, charge and spin) in kJ/mol: 400.6

Record 7
This record from OMol25 describes C4H8N2 as an isolated structure. The level of theory is ωB97M-V with the def2-TZVPD basis set.

Each line ends with the Löwdin charge.
Positions of all 14 atoms, in Å:
N (-2.98953, -0.04753, -1.01753)  -0.011
C (1.27219, 1.11244, -0.37745)  -0.098
C (0.28229, -0.56427, 0.26062)  -0.172
H (0.47665, 1.12080, 1.55361)  0.093
H (1.71060, 1.95296, -0.77081)  0.079
H (0.62037, -1.57178, 0.47743)  0.110
H (-2.02918, 0.30652, -0.87964)  0.016
H (-0.73742, -0.46956, 0.48691)  0.053
N (-2.95568, -1.25655, -0.79083)  -0.023
H (1.96562, 0.28342, 1.47217)  0.112
C (0.68937, 0.09984, -1.00698)  -0.085
H (-3.91697, -1.61984, -0.82309)  0.043
H (0.93778, -0.20453, -1.98600)  0.087
C (1.09483, 0.54952, 0.91562)  -0.204

Computed properties:
Kohn-Sham gap in eV: 10.2
Relative energy (zero: lowest compared OMol25 entry of this formula, charge and spin) in kJ/mol: 386.8

Record 8
This record from OMol25 describes a 2-piece molecular cluster, C4H8N2 overall. The level of theory is ωB97M-V with the def2-TZVPD basis set.

Each line ends with the Löwdin charge.
Positions of all 14 atoms, in Å:
H (1.12160, 3.24436, -1.41628)  0.016
C (-0.02668, 2.63799, -0.01849)  -0.075
H (-1.12662, 0.02073, -0.65353)  0.110
C (-0.13652, 0.22075, 1.05651)  -0.197
C (-0.44477, -2.06524, -0.13701)  -0.117
H (0.71947, -0.28521, -0.70671)  0.123
H (-1.46163, -2.33369, 0.24585)  0.083
H (-0.68975, 3.26146, 0.53748)  0.038
N (0.10751, 0.49345, 2.23339)  0.082
H (0.09677, -0.22703, 2.94304)  0.040
C (-0.27211, -0.56045, -0.22516)  -0.266
H (0.23785, -2.47850, 0.62933)  0.083
H (-0.43931, -2.48421, -1.11094)  0.051
N (0.70443, 2.47532, -0.97692)  0.028

Computed properties:
Kohn-Sham gap (alpha / beta) in eV: 7.7 / 7.3
Relative energy (zero: lowest compared OMol25 entry of this formula, charge and spin) in kJ/mol: 531.4

Record 9
This record from OMol25 describes an isolated molecule of C4H8N2. The level of theory is ωB97M-V with the def2-TZVPD basis set.

Each line ends with the Löwdin charge.
Positions of all 14 atoms, in Å:
H (1.18029, 1.62308, -0.09103)  0.103
H (-0.59954, -1.51227, 1.25045)  0.086
C (-0.66627, -1.04047, 0.24491)  -0.078
C (-1.34184, 0.99781, -0.00515)  -0.098
C (-2.04333, -0.32489, -0.08744)  -0.230
N (1.13307, 0.78467, 0.43323)  -0.014
H (3.04574, -0.32176, 0.62313)  0.124
H (-1.32407, 1.65862, -0.89918)  0.089
H (-2.91050, -0.54681, 0.73456)  0.143
H (1.60571, -1.12038, -0.14360)  0.032
C (2.10393, -0.19017, -0.09948)  -0.084
N (-0.13790, 0.29154, 0.22850)  -0.222
H (-2.47395, -0.34853, -1.11877)  0.096
H (2.42865, 0.04959, -1.07014)  0.055

Computed properties:
Kohn-Sham gap (alpha / beta) in eV: 8.3 / 8.3
Relative energy (zero: lowest compared OMol25 entry of this formula, charge and spin) in kJ/mol: 530.9

Record 10
This record from OMol25 describes an isolated molecule of C4H8N2. The level of theory is ωB97M-V with the def2-TZVPD basis set.

Each line ends with the Löwdin charge.
Positions of all 14 atoms, in Å:
H (-1.49666, 0.53701, 2.31821)  0.099
C (-0.58106, 0.12023, 1.64539)  -0.124
C (0.24041, -1.77429, -0.77517)  -0.002
H (-0.71413, -2.18227, -0.36176)  0.058
C (0.60220, -0.46385, -1.02014)  -0.090
H (-0.80883, 2.12423, 0.64290)  0.167
H (0.89888, 1.70214, -2.11094)  0.062
H (-0.77980, -1.10148, 1.21349)  0.117
H (0.86655, -2.59033, -1.11342)  0.048
H (1.59332, -0.49491, -1.45390)  0.087
H (0.43713, 0.16790, 2.33755)  0.110
C (0.07387, 0.88985, -0.57947)  -0.526
N (-0.67987, 1.06615, 0.48722)  -0.078
N (0.34801, 1.99961, -1.22997)  0.071

Computed properties:
Kohn-Sham gap in eV: 9.4
Relative energy (zero: lowest compared OMol25 entry of this formula, charge and spin) in kJ/mol: 277.0

Record 11
This record from OMol25 describes an isolated molecule of C4H8N2. The level of theory is ωB97M-V with the def2-TZVPD basis set.

Each line ends with the Löwdin charge.
Positions of all 14 atoms, in Å:
N (-2.92749, -1.09675, -0.11764)  0.144
C (1.69409, -0.86466, 0.07014)  -0.153
C (-0.58800, 0.11092, 0.24740)  -0.433
N (0.33927, -0.72726, -0.63419)  -0.128
H (-0.13147, -1.71217, -0.73356)  0.131
H (1.98836, 0.33903, 0.38204)  0.123
H (2.46077, -1.31971, -0.61367)  0.058
C (-1.91091, -0.57777, 0.11150)  -0.190
H (1.63944, -1.51683, 1.16507)  0.122
C (-0.56277, 1.56711, -0.19376)  -0.079
H (-0.29737, -0.06362, 1.27808)  0.115
H (0.54286, 1.97201, -0.21327)  0.103
H (-1.18310, 2.25115, 0.46267)  0.090
H (-1.06369, 1.63855, -1.21081)  0.097

Computed properties:
Kohn-Sham gap in eV: 10.6
Relative energy (zero: lowest compared OMol25 entry of this formula, charge and spin) in kJ/mol: 196.6

Record 12
This record from OMol25 describes C4H8N2 as an isolated structure. The level of theory is ωB97M-V with the def2-TZVPD basis set.

Each line ends with the Löwdin charge.
Positions of all 14 atoms, in Å:
C (-0.05638, -0.37497, -0.36674)  -0.297
C (-0.03464, 1.02549, -0.84512)  -0.138
H (-0.24368, 1.20736, -1.89213)  0.098
H (-0.27157, 1.97113, 0.95448)  0.105
N (-0.80660, 1.81447, 0.10047)  -0.023
H (-2.30976, 0.45171, -0.49426)  0.109
H (-1.60011, 0.11895, 1.16486)  0.113
C (-1.45073, 0.55875, 0.16292)  -0.169
H (-0.32564, -1.21963, -0.99095)  0.124
H (2.41042, -0.33047, -0.26950)  0.069
H (2.04255, -2.14726, 0.10955)  0.061
N (0.67427, -0.66485, 0.88488)  -0.076
H (0.20080, -1.41510, 1.37900)  0.110
C (1.74992, -1.09951, 0.12458)  -0.085

Computed properties:
Kohn-Sham gap (alpha / beta) in eV: 7.3 / 7.7
Relative energy (zero: lowest compared OMol25 entry of this formula, charge and spin) in kJ/mol: 625.6